The following is a DFT calculation (ωB97M-V/def2-TZVPD) of a structure of composition C45H41BaCl2GeN4O2P2.

The geometry in XYZ format:
```
98
Properties=species:S:1:pos:R:3:lowdin_charge:R:1
Ba 1.26 -0.45 -0.33 1.6292
Ge -0.84 -0.82 1.81 0.9167
Cl 4.83 -0.78 5.89 0.6547
Cl 5.58 -3.57 4.51 0.6537
P 0.68 1.51 -3.51 0.8531
P -0.87 -1.38 -3.01 0.8300
O 2.84 -4.28 0.45 0.0319
O 3.36 2.44 2.43 0.0543
N 3.01 -1.94 0.37 -0.1850
N 0.59 2.15 0.26 -0.0315
N 2.46 0.48 1.52 -0.1887
N 2.35 -2.18 -2.30 -0.0110
C -5.63 -1.29 1.60 -0.0878
C -2.09 1.34 -6.57 -0.0741
C -0.74 2.32 4.92 -0.1644
C 0.98 0.68 5.34 -0.0567
C -1.14 1.62 3.74 -0.1634
C -0.33 -2.59 2.61 -0.2317
C 3.65 -0.19 3.57 -0.0863
C -4.99 -0.39 0.77 -0.0857
C -1.09 1.75 -5.70 -0.1010
C -3.50 -1.93 2.53 -0.1011
C -2.82 3.34 3.34 -0.0859
C 2.91 -3.21 -0.14 -0.5174
C -2.19 2.19 2.97 -0.0513
C 0.37 3.32 -3.42 -0.2999
C -4.88 -2.07 2.48 -0.0796
C -2.33 -0.70 -5.33 -0.0978
C -0.83 4.07 0.40 -0.0671
C 3.50 -4.28 -3.70 -0.0473
C -3.61 -0.26 0.82 -0.1721
C -0.68 0.94 -4.63 -0.3885
C 3.45 -1.72 1.66 -0.2497
C 3.20 -0.42 2.24 -0.2570
C 4.21 -2.66 2.41 -0.0537
C 0.97 3.81 1.94 0.0111
C 0.34 1.82 5.70 -0.0203
C 1.29 2.62 1.30 -0.1992
C 2.89 -3.22 -1.66 -0.2056
C 2.97 -3.20 -4.38 -0.0638
C -1.32 -0.30 -4.44 -0.3911
C -2.83 -1.01 1.71 -0.3275
C -0.46 2.87 -0.17 -0.1798
C 2.49 1.83 1.82 -0.4821
C 3.45 -4.30 -2.32 0.0059
C 2.09 1.56 -4.70 -0.2758
C -0.79 -3.05 -3.82 -0.2733
C 2.39 -2.19 -3.64 -0.1826
C -2.43 4.01 4.53 -0.0865
C -2.71 0.11 -6.38 -0.0738
C 4.66 -2.38 3.66 -0.6930
C 4.34 -1.13 4.27 -0.6891
C -0.11 4.54 1.48 -0.0468
C -1.41 3.51 5.28 -0.0387
C -0.47 0.39 3.38 -0.2312
C 0.57 -0.03 4.18 -0.1177
C -2.52 -1.53 -2.20 -0.2845
H 4.43 -3.62 1.97 0.1026
H -2.47 1.70 2.05 0.0743
H -2.85 -0.55 -1.87 0.0243
H 1.04 3.75 -2.67 0.0404
H -1.10 4.03 6.19 0.1117
H -0.86 -3.39 2.09 0.0278
H -0.33 -3.75 -3.12 0.0422
H -0.61 -2.60 3.67 0.0366
H 0.54 3.82 -4.37 0.0334
H -2.38 1.99 -7.39 0.1064
H -0.39 5.47 1.98 0.1163
H -6.71 -1.40 1.57 0.1013
H -3.12 0.46 0.16 0.0805
H 2.46 0.56 -4.93 0.0175
H -3.49 -0.22 -7.06 0.1080
H -0.66 3.51 -3.10 0.0373
H -1.70 4.60 0.02 0.1100
H 2.98 -3.14 -5.46 0.1073
H 1.92 -1.34 -4.14 0.0706
H -0.18 -3.00 -4.71 0.0379
H 1.80 2.05 -5.63 0.0398
H 1.58 4.13 2.78 0.1261
H 0.75 -2.79 2.54 0.0170
H -3.27 -1.95 -2.87 0.0405
H -0.61 2.71 -5.87 0.0953
H -2.95 4.92 4.83 0.1014
H 1.81 0.30 5.94 0.1006
H -2.93 -2.54 3.23 0.0928
H -2.82 -1.65 -5.19 0.0983
H 2.90 2.13 -4.24 0.0470
H -1.78 -3.42 -4.08 0.0346
H -2.44 -2.16 -1.32 0.0387
H -3.62 3.74 2.73 0.1052
H -5.57 0.22 0.08 0.1038
H -5.38 -2.78 3.13 0.1042
H 3.44 0.77 4.04 0.0979
H -1.01 2.46 -1.01 0.0911
H 0.64 2.37 6.59 0.1168
H 1.10 -0.95 3.94 0.0861
H 3.83 -5.13 -1.74 0.1229
H 3.96 -5.10 -4.25 0.1113
```

## Properties
- Kohn-Sham gap (alpha / beta): 6.4 / 4.3 eV
- LUMO level (alpha / beta): 0.0 / -2.1 eV
- ΔE to the lowest compared entry with this formula, charge and spin: 1.595 eV
- Energy: -5814.46241 Ha
- Expectation value of S²: 0.7539
- Molar mass: 1012.64 g mol⁻¹
- Multiplicity: 2